A molecular structure, C11H23DyP2 at a distorted geometry, computed with ωB97M-V with the def2-TZVPD basis set.

Each line ends with the Mulliken spin population.
Positions of all 37 atoms, in Å:
C  -1.043  0.339  -3.655  0.011
C  -1.675  1.414  -4.343  -0.015
C  -0.697  2.425  -4.603  -0.005
C  0.558  1.971  -4.097  -0.016
C  0.360  0.684  -3.505  -0.017
Dy  -0.173  -1.470  -0.543  4.999
P  0.000  -4.258  -1.010  0.012
H  -1.509  -0.599  -3.333  0.006
H  -2.727  1.450  -4.623  0.000
H  -0.876  3.372  -5.105  0.000
H  1.133  0.038  -3.073  0.042
H  1.510  2.501  -4.145  0.000
H  1.106  -4.847  -1.722  -0.003
H  -1.033  -4.676  -1.934  0.030
H  -0.195  -5.295  -0.036  0.003
C  -2.021  0.936  3.459  0.001
C  -0.793  1.318  2.618  0.014
P  -0.491  0.158  1.313  -0.277
C  0.916  0.607  0.139  -0.064
C  1.863  1.598  0.841  0.010
C  0.289  -1.476  1.869  -0.142
C  0.973  -1.211  3.221  -0.031
H  -2.918  0.874  2.830  -0.001
H  -2.201  1.710  4.212  -0.002
H  -1.897  -0.020  3.985  0.000
H  -0.968  2.299  2.137  0.002
H  0.105  1.439  3.252  0.012
H  1.568  -0.288  -0.172  0.138
H  0.465  1.053  -0.763  0.000
H  2.469  1.099  1.607  -0.006
H  2.548  2.009  0.093  -0.002
H  1.311  2.430  1.296  0.002
H  -0.509  -2.231  1.954  -0.006
H  1.099  -1.873  1.159  0.297
H  0.236  -1.015  4.009  0.006
H  1.548  -2.099  3.507  -0.003
H  1.672  -0.367  3.159  0.003

As for the spin multiplicity: 6. The HOMO energy (alpha / beta) is -5.33 / -5.54 eV. For the largest force on an atom, the calculation gives 0.0876 Eh/bohr. As for the expectation value of S²: 9.7131. For the energy above the lowest of the compared OMol25 structures with the same formula, charge and spin, the calculation gives 1.286 eV. Its total charge is 0. The calculation puts the orbital gap (alpha / beta) at 4.8 / 5.1 eV. The total energy comes out at -54433.4997 eV.